Molecular formula: C4H6N2
Method: DFT, the ωB97M-V functional and the def2-TZVPD basis

```
! wB97M-V def2-TZVPD RIJCOSX def2/J DEFGRID3
* xyz 0 1
H 1.27 1.49 -1.50
H -2.07 -0.92 0.63
H 3.20 -0.12 -1.38
C -1.35 -0.22 1.00
N -1.11 0.67 -0.13
C 0.08 -0.52 0.81
H 0.69 -1.09 1.39
C 2.30 -0.46 -0.75
C 1.35 0.55 -0.82
N 0.28 0.24 -0.21
H -1.59 0.44 1.72
H -1.66 0.54 -0.99
*
```

The value obtained for the relative energy (zero: lowest compared OMol25 entry of this formula, charge and spin) is 174.9 kcal/mol. The gap between HOMO and LUMO is 7.81 eV. The calculation puts the HOMO energy at -7.605 eV.